DFT (the ωB97M-V functional and the def2-TZVPD basis) results for a molecular structure, C28H26IN5O5W.

Positions of all 66 atoms, in Å:
W (0.178652, -0.928687, -0.035456)
O (0.841633, -2.793883, -0.048721)
C (1.551051, -3.460030, 0.843961)
C (1.286159, -4.802961, 1.114670)
C (1.985389, -5.469037, 2.102960)
C (2.977003, -4.802279, 2.820822)
C (3.312525, -3.501911, 2.521215)
C (2.624720, -2.788690, 1.517881)
C (2.952639, -1.464232, 1.166125)
N (2.246375, -0.738602, 0.280636)
N (2.680748, 0.582354, 0.186579)
C (1.748502, 1.420203, 0.538829)
O (0.618438, 0.984354, 1.003337)
C (1.967025, 2.860699, 0.328026)
C (0.870743, 3.681447, 0.076188)
C (1.059606, 5.014069, -0.237034)
C (2.339069, 5.543049, -0.272512)
C (3.430992, 4.737589, 0.010201)
C (3.250216, 3.399068, 0.302155)
H (0.528284, -5.301505, 0.527473)
H (1.754583, -6.500786, 2.317287)
H (3.485507, -5.318439, 3.619809)
H (4.103695, -3.003747, 3.062936)
H (3.781083, -0.961617, 1.656351)
H (-0.123297, 3.259219, 0.112759)
H (0.210746, 5.642426, -0.460332)
H (2.490507, 6.580747, -0.526669)
H (4.427676, 5.154721, -0.002992)
H (4.087488, 2.755710, 0.518124)
C (-0.573116, -1.644428, 4.138638)
C (-0.811326, -1.037188, 2.777307)
O (0.066346, -1.328261, 1.857822)
C (-1.898487, -0.199863, 2.570943)
C (-2.249350, 0.460472, 1.376737)
C (-3.368461, 1.454638, 1.357463)
N (-1.563349, 0.230854, 0.255395)
N (-1.859038, 1.032097, -0.829607)
C (-0.847724, 1.128845, -1.647399)
O (0.289615, 0.520442, -1.381654)
C (-1.006088, 1.846339, -2.907454)
C (-2.181729, 2.540064, -3.197170)
C (-2.347516, 3.098610, -4.447745)
C (-1.355843, 2.969404, -5.409828)
C (-0.177950, 2.301062, -5.113591)
C (0.005725, 1.747483, -3.862766)
H (0.256126, -1.128528, 4.623738)
H (-0.296263, -2.693043, 4.036324)
H (-1.454950, -1.558903, 4.766743)
H (-2.517375, 0.009464, 3.430451)
H (-3.825468, 1.534560, 2.337091)
H (-4.112228, 1.151067, 0.623231)
H (-2.990848, 2.428341, 1.045878)
H (-2.947980, 2.617480, -2.440448)
H (-3.259327, 3.622719, -4.688178)
H (-1.500161, 3.393063, -6.392603)
H (0.595031, 2.192733, -5.858360)
H (0.908960, 1.208070, -3.613308)
N (-2.415936, -4.312924, -0.285248)
C (-2.416080, -2.958039, -0.453889)
O (-1.561885, -2.288503, 0.250364)
C (-3.311018, -2.343907, -1.305129)
I (-0.098695, -2.020557, -2.658916)
H (-1.634334, -4.691035, 0.228602)
H (-2.879302, -4.900126, -0.954488)
H (-3.311863, -1.270996, -1.374006)
H (-4.015870, -2.890756, -1.899549)

Cartesian forces, eV/Å:
W -1.591 -2.020 -0.547
O 1.013 -1.062 1.075
C 0.317 1.310 -0.335
C -0.025 -0.400 -0.046
C -0.286 0.538 -0.512
C 0.378 0.174 0.332
C -0.077 0.060 -0.076
C -0.610 -0.968 -0.096
C -1.207 0.638 -1.448
N 0.356 -0.089 2.043
N 0.857 0.884 -0.304
C 0.464 -0.980 0.075
O 0.135 -0.156 -0.498
C 0.012 0.291 0.131
C -0.014 -0.270 0.087
C 0.018 0.125 -0.018
C 0.001 0.004 -0.029
C 0.102 0.005 0.011
C -0.116 -0.106 0.051
H -0.055 0.018 0.011
H -0.020 -0.097 0.050
H 0.139 -0.024 0.042
H 0.104 0.020 0.064
H 0.077 0.053 -0.247
H -0.071 -0.053 -0.018
H -0.095 0.040 -0.007
H -0.007 0.128 -0.001
H 0.061 0.020 -0.011
H 0.134 -0.065 -0.034
C 0.155 0.090 -0.472
C -1.216 0.779 0.139
O -0.262 -0.098 0.879
C 0.730 -0.761 0.579
C 1.013 -0.420 -1.637
C 0.207 -0.107 -0.109
N -0.627 0.761 0.774
N 0.289 0.388 -0.734
C -1.489 -0.064 1.156
O 0.121 0.082 -0.047
C 0.332 0.109 -0.424
C 0.199 -0.111 0.128
C -0.024 0.040 -0.079
C 0.109 0.005 -0.035
C -0.014 0.081 -0.099
C -0.168 -0.076 0.324
H 0.074 0.018 0.010
H -0.007 -0.037 -0.052
H -0.021 0.025 -0.032
H -0.030 -0.106 0.018
H -0.029 -0.026 0.093
H -0.045 -0.006 -0.055
H -0.008 0.012 0.003
H -0.059 -0.034 0.007
H -0.107 0.073 0.002
H -0.025 0.038 -0.083
H 0.063 0.046 -0.113
H 0.001 -0.030 -0.042
N 0.482 -0.822 0.773
C -1.902 1.363 -2.158
O 1.863 0.930 0.810
C 0.784 -0.322 0.854
I -0.181 0.203 0.335
H -0.169 -0.004 -0.274
H 0.063 0.079 0.006
H 0.055 0.159 -0.058
H -0.150 -0.272 -0.132

Values from the calculation:
Highest occupied orbital energy (alpha / beta)   -0.23586 / -0.23628 Eh
Orbital gap (alpha / beta)   0.15225 / 0.15312 Eh
Total energy   -2097.3589 Eh

Here are the Löwdin charges for atoms 1 to 2, given in e: 1.832 -0.394

DFT (the ωB97M-V functional and the def2-TZVPD basis) results for 2 unconnected molecules or ions with the total composition C28H26N2O2.

Positions of all 58 atoms, in Å:
C (1.305122, -2.663127, 3.042447)
N (2.402192, -1.705022, 2.895362)
C (3.719700, -2.127720, 2.843002)
C (4.524122, -1.037646, 2.892144)
N (3.718448, 0.081162, 2.984916)
C (4.241634, 1.441267, 3.059126)
C (2.399189, -0.321431, 2.998197)
C (1.280723, 0.552694, 3.335897)
C (-0.080652, 0.085965, 3.160518)
C (-1.064676, 0.311087, 4.080272)
C (-2.341623, -0.359368, 4.102682)
C (-3.059074, -0.462523, 5.309983)
C (-4.238180, -1.167825, 5.380755)
C (-4.755288, -1.778120, 4.249379)
C (-4.076113, -1.684448, 3.046509)
C (-2.886895, -0.997568, 2.969871)
O (1.516426, 1.663252, 3.838642)
H (0.338648, -2.190572, 2.927859)
H (1.395555, -3.440364, 2.286400)
H (1.339707, -3.122739, 4.027438)
H (4.041649, -3.155506, 2.845981)
H (5.599536, -1.032333, 2.935723)
H (3.421876, 2.154355, 3.106766)
H (4.867809, 1.561959, 3.940168)
H (4.844664, 1.645566, 2.177377)
H (-0.292505, -0.552931, 2.324369)
H (-0.809697, 0.940859, 4.914724)
H (-2.650175, -0.015961, 6.200358)
H (-4.754679, -1.262569, 6.322194)
H (-5.684463, -2.322543, 4.302559)
H (-4.476794, -2.157083, 2.162674)
H (-2.370614, -0.940960, 2.027920)
C (-5.278900, 4.043884, 6.031789)
C (-4.125609, 4.518809, 5.432891)
C (-2.893482, 4.111065, 5.877034)
C (-2.766152, 3.198926, 6.946123)
C (-1.522721, 2.727547, 7.403230)
C (-0.263262, 3.102286, 6.859611)
C (0.988363, 2.439437, 7.318773)
C (2.127200, 2.612019, 6.543839)
C (3.343018, 2.099723, 6.937110)
C (3.447066, 1.389703, 8.115058)
C (2.319577, 1.176462, 8.882950)
C (1.100888, 1.693670, 8.492228)
O (-0.178975, 3.976248, 6.000287)
C (-3.957538, 2.746398, 7.550428)
C (-5.183665, 3.164415, 7.098228)
H (-6.243918, 4.379137, 5.683973)
H (-4.192368, 5.238021, 4.634027)
H (-2.000969, 4.498769, 5.419963)
H (-1.535446, 2.024585, 8.213812)
H (2.029250, 3.150975, 5.615426)
H (4.218230, 2.270070, 6.333280)
H (4.405189, 1.018384, 8.441395)
H (2.394525, 0.616627, 9.801158)
H (0.240540, 1.543961, 9.119489)
H (-3.891505, 2.084496, 8.394861)
H (-6.082258, 2.815178, 7.575274)

Cartesian forces, eV/Å:
C -0.340 -0.222 -0.023
N 0.902 1.420 0.227
C -0.191 0.478 0.107
C -0.725 0.104 0.132
N -1.195 -1.267 -0.007
C 0.043 0.680 -0.188
C 2.613 -1.839 -0.093
C -1.477 3.094 1.147
C -0.976 -0.272 0.402
C 1.486 -0.085 -0.648
C -1.159 -0.545 -0.136
C 0.743 0.300 -0.319
C -0.280 -0.294 -0.098
C 0.005 0.088 0.157
C -0.073 -0.126 -0.185
C 0.417 0.360 0.458
O 0.130 -1.950 -0.900
H 0.158 0.034 0.050
H 0.174 0.078 -0.042
H 0.121 0.072 0.070
H -0.386 -0.067 -0.129
H -0.030 0.365 -0.131
H 0.125 -0.214 0.075
H -0.131 -0.168 0.115
H 0.016 -0.166 -0.090
H 0.024 -0.217 -0.289
H -0.016 0.287 0.493
H 0.078 0.325 0.173
H -0.060 0.094 0.125
H -0.122 -0.070 0.017
H -0.052 -0.033 -0.094
H 0.075 0.067 -0.285
C -0.454 0.206 -0.191
C -0.354 -0.087 0.195
C 0.221 0.078 -0.109
C -0.613 0.317 -0.294
C 2.094 -0.674 0.128
C -2.344 -0.628 1.162
C 0.281 -0.324 0.369
C -0.105 0.167 -0.291
C 0.094 -0.089 -0.023
C 0.351 -0.165 0.081
C -0.075 -0.103 0.178
C -0.024 0.135 -0.157
O 1.262 1.158 -1.613
C 0.249 0.173 -0.202
C -0.171 0.044 -0.126
H -0.182 0.017 -0.018
H -0.020 0.130 -0.245
H 0.025 -0.029 0.030
H -0.084 -0.336 0.298
H -0.080 0.244 0.076
H 0.277 0.063 -0.158
H 0.172 -0.113 0.071
H 0.012 -0.084 0.188
H -0.204 -0.007 0.111
H 0.034 -0.276 0.278
H -0.262 -0.126 0.172

Values from the calculation:
Highest occupied orbital energy   -0.17087 Eh
Orbital gap   0.09593 Eh
Total energy   -1342.4290 Eh

Here are the Löwdin charges for atoms 1 to 2, given in e: 0.026 -0.016

DFT (the ωB97M-V functional and the def2-TZVPD basis) results for a molecular structure, C28H26N4O2PdS.

Positions of all 62 atoms, in Å:
Pd (-2.124384, -3.298220, 0.908888)
C (7.721939, 0.453725, 2.566839)
C (7.382863, 0.828287, 1.121821)
C (7.478776, 2.109270, 0.657968)
C (7.190811, 2.392575, -0.582869)
C (6.684621, 1.422417, -1.521057)
C (6.476070, 0.141583, -0.994499)
C (6.793684, -0.086616, 0.366682)
S (6.003745, 1.879065, -3.126566)
O (6.929339, 1.379479, -4.088900)
O (5.874845, 3.310294, -3.137506)
N (4.682463, 1.077191, -3.238535)
C (3.575027, 1.250820, -2.440588)
C (3.476808, 2.293038, -1.483442)
C (2.380887, 2.335111, -0.583733)
C (1.379571, 1.373599, -0.726496)
C (1.555376, 0.416521, -1.748312)
N (2.576183, 0.328768, -2.567373)
H (8.359353, 1.228328, 3.030772)
H (8.173567, -0.520974, 2.598588)
H (6.821371, 0.299114, 3.173364)
H (7.957957, 2.874509, 1.344874)
H (7.109278, 3.396582, -1.009068)
H (6.039357, -0.560609, -1.741973)
H (6.545607, -1.304331, 0.719198)
H (4.280098, 3.018107, -1.331094)
H (2.337990, 3.058701, 0.180111)
H (0.522803, 1.299526, -0.175492)
H (0.861286, -0.414454, -1.871463)
N (-2.603223, -1.755194, -0.314211)
C (-3.493477, -0.841873, -0.391184)
C (-3.591088, 0.095607, -1.629866)
C (-4.643559, 0.945586, -1.867644)
C (-4.614358, 1.836119, -2.932701)
C (-3.569098, 1.866658, -3.820590)
C (-2.538280, 0.923880, -3.636269)
C (-2.522159, 0.068327, -2.545342)
C (-4.505009, -0.569493, 0.756111)
C (-4.251109, 0.114881, 1.897028)
C (-5.173842, 0.262660, 2.938902)
C (-6.451055, -0.252530, 2.766183)
C (-6.769341, -0.968361, 1.614426)
C (-5.795853, -1.087007, 0.641039)
H (-5.475359, 0.904768, -1.218839)
H (-5.581850, 2.604197, -3.007216)
H (-3.494196, 2.533465, -4.688239)
H (-1.680127, 0.957749, -4.296074)
H (-1.650644, -0.544103, -2.367932)
H (-3.150098, 0.332285, 2.017298)
H (-4.914673, 0.522385, 3.886470)
H (-7.185418, -0.130804, 3.579536)
H (-7.718442, -1.307448, 1.490919)
H (-6.036059, -1.629455, -0.160184)
C (-5.167807, -3.774059, 2.761922)
C (-3.904274, -4.171183, 3.494239)
C (-2.713276, -4.241081, 2.570391)
N (-1.794977, -4.917346, 2.250568)
H (-5.944295, -3.421731, 3.426878)
H (-5.570358, -4.600121, 2.246197)
H (-4.964367, -3.036568, 1.986460)
H (-3.923162, -5.160017, 4.013968)
H (-3.656459, -3.541601, 4.237609)

Cartesian forces, eV/Å:
Pd -0.443 0.574 0.180
C -0.289 0.703 -0.224
C 0.166 -0.422 3.484
C 2.608 1.376 3.648
C -2.304 1.128 -5.714
C 0.050 0.011 2.464
C -0.088 0.807 -1.127
C -1.872 -6.227 -2.548
S -0.583 -0.588 0.331
O 1.095 -0.737 -0.910
O -0.075 1.252 0.538
N -0.662 -0.470 -0.026
C 0.370 0.464 0.232
C -0.820 0.031 1.357
C 0.520 -1.542 -2.056
C 2.226 -0.274 -2.101
C -0.293 0.023 0.673
N 1.255 0.665 -0.273
H -0.226 -0.508 -0.075
H 0.707 -0.314 -0.056
H -0.041 0.477 -0.117
H -0.846 -0.761 -0.857
H 0.584 0.002 0.465
H 0.235 0.122 1.236
H 0.936 3.866 -0.614
H -0.269 -0.307 -0.372
H -0.023 0.877 0.772
H -1.971 0.056 1.634
H -0.325 0.321 0.186
N -1.277 1.067 -0.152
C 1.014 -0.590 0.375
C 1.106 -1.390 0.743
C 0.455 0.121 -0.397
C -3.264 2.319 -0.053
C 0.671 -0.549 -0.580
C 0.010 0.466 0.294
C -0.302 0.699 -0.161
C -1.060 -0.685 -1.987
C 2.796 0.461 1.580
C -0.782 -1.646 -2.791
C -0.407 0.053 0.544
C 2.735 2.079 0.719
C 0.308 1.357 2.272
H -0.816 0.217 0.659
H 2.737 -2.012 -0.063
H -0.289 -0.108 0.525
H -0.010 -0.116 -0.084
H -0.178 -0.269 0.149
H -1.317 0.304 0.257
H 0.987 1.402 2.388
H 0.330 -0.161 -0.427
H -2.562 -1.254 -0.486
H -0.778 -2.072 -3.350
C 0.293 0.438 0.261
C 0.335 -2.694 -2.069
C -1.584 0.541 0.203
N 1.412 -0.932 -0.376
H -0.132 0.291 0.266
H -0.476 -1.220 -0.689
H 0.160 0.160 0.328
H -0.431 0.418 -0.554
H 0.696 2.704 2.526

Values from the calculation:
Highest occupied orbital energy   -0.07022 Eh
Orbital gap   0.22799 Eh
Net charge   -2
Total energy   -1978.0568 Eh

Here are the Löwdin charges for atoms 1 to 2, given in e: 0.440 -0.060